(1)
The following is a DFT calculation (ωB97M-V with the def2-TZVPD basis set) of 2 unconnected molecules or ions with the total composition C2H6O2.

Summary:
Multiplicity: 1
SMILES string: CC=O.O
Highest occupied orbital energy, eV: -10.422

Structure (XYZ):
```
10
Properties=species:S:1:pos:R:3:mulliken_charge:R:1
C 1.47 -1.11 -0.35 -0.85
C 0.71 0.07 0.20 0.08
O -0.47 0.21 0.03 -0.48
H 2.54 -1.07 -0.21 0.29
H 1.10 -1.21 -1.39 0.27
H 1.05 -2.05 -0.03 0.29
H 1.25 0.82 0.79 0.35
O -2.88 1.65 0.39 -0.62
H -2.80 0.70 0.25 0.33
H -1.97 1.99 0.33 0.33
```

---

(2)
The following is a DFT calculation (ωB97M-V with the def2-TZVPD basis set) of 3 unconnected molecules or ions with the total composition C2H6O2.

Summary:
Multiplicity: 1
Highest occupied orbital energy, eV: -9.084

Structure (XYZ):
```
10
Properties=species:S:1:pos:R:3:mulliken_charge:R:1
C 0.08 0.63 -0.33 -0.20
C -0.41 -0.62 -0.29 -0.24
O 2.25 -0.83 -0.66 -0.64
H -0.24 1.47 0.28 0.29
H -1.48 -0.74 -0.11 0.33
H 0.22 -1.50 -0.47 0.29
H 3.14 -1.18 -0.76 0.24
H 0.91 0.92 -0.99 0.33
H -2.53 1.02 2.03 0.24
O -1.94 0.82 1.30 -0.63
```

---

(3)
The following is a DFT calculation (ωB97M-V with the def2-TZVPD basis set) of 2 unconnected molecules or ions with the total composition C2H6O2.

Summary:
Multiplicity: 1
SMILES string: O=CO.C
Highest occupied orbital energy, eV: -11.061

Structure (XYZ):
```
10
Properties=species:S:1:pos:R:3:mulliken_charge:R:1
O 0.33 -3.45 1.54 -0.42
C 0.95 -2.44 1.36 0.30
O 2.19 -2.28 1.88 -0.43
H 0.76 -1.70 0.69 0.21
H 2.69 -1.67 1.30 0.34
C -1.42 2.30 -1.35 -1.03
H -2.25 2.36 -0.68 0.24
H -0.48 2.00 -0.92 0.24
H -1.16 3.26 -1.68 0.29
H -1.61 1.62 -2.12 0.26
```

---

(4)
The following is a DFT calculation (ωB97M-V with the def2-TZVPD basis set) of a single C2H6O2 molecule.

Summary:
Multiplicity: 1
SMILES string: OCCO
Highest occupied orbital energy, eV: -10.241

Structure (XYZ):
```
10
Properties=species:S:1:pos:R:3:mulliken_charge:R:1
O -1.24 1.06 -0.07 -0.51
C -0.89 -0.31 -0.08 -0.34
C 0.58 -0.46 0.28 -0.34
O 1.33 0.43 -0.55 -0.55
H -0.56 1.48 -0.60 0.33
H -1.52 -0.83 0.65 0.30
H -1.08 -0.76 -1.07 0.25
H 0.74 -0.23 1.34 0.29
H 0.92 -1.49 0.10 0.25
H 1.72 1.10 0.02 0.32
```

---

The records above give, respectively, gap between HOMO and LUMO values of 0.41363, 0.16803, 0.42178, 0.40698 Eh.
The records above give, respectively, LUMO energy values of 0.833, -4.512, 0.417, 0.833 eV.
The records above give, respectively, relative energy (zero: lowest compared OMol25 entry of this formula, charge and spin) values of 14.2, 217.6, 14.5, 13.0 kcal/mol.